A structure of composition CHCaLiO2 in a non-equilibrium geometry, computed with the ωB97M-V functional and the def2-TZVPD basis.

## Properties
total charge	+2
E	-873.75183	Ha
largest force on an atom	2.8	eV/Å
HOMO-LUMO gap	8.567	eV

Each line ends with the Löwdin charge.
CARTESIAN COORDINATES (ANGSTROEM)
1 H 0.65 -0.79 1.54  0.1832
2 O -0.17 -0.43 1.06  -0.1503
3 C 0.34 -0.41 -0.20  -0.3674
4 O -0.12 0.60 -0.81  -0.3485
5 Li 0.99 -0.23 -2.25  0.8490
6 Ca -1.70 1.26 0.66  1.8339

***

A structure of composition CHCl2F2NS in a non-equilibrium geometry, computed with the ωB97M-V functional and the def2-TZVPD basis.

## Properties
E	-1611.69836	Ha
largest force on an atom	3.9	eV/Å
HOMO-LUMO gap	10.803	eV

Each line ends with the Löwdin charge.
CARTESIAN COORDINATES (ANGSTROEM)
1 C 0.77 0.52 -0.73  -1.1149
2 N 0.54 -0.44 0.36  -0.3574
3 F -1.40 0.16 2.03  -0.3546
4 F -0.83 -2.13 1.32  -0.2989
5 S -0.92 -0.65 0.58  1.0239
6 Cl -0.05 -0.03 -2.29  0.4916
7 Cl 0.05 2.15 -0.42  0.5458
8 H 1.84 0.42 -0.85  0.0645

***

The molecule CHCl2N in a non-equilibrium geometry, computed with the ωB97M-V functional and the def2-TZVPD basis.

## Properties
structure (SMILES)	N=C(Cl)Cl
E	-1013.82263	Ha
largest force on an atom	3.1	eV/Å
HOMO-LUMO gap	11.469	eV

Each line ends with the Löwdin charge.
CARTESIAN COORDINATES (ANGSTROEM)
1 N 0.89 0.56 0.04  0.0468
2 C -0.27 0.17 -0.02  -1.2106
3 Cl -1.63 1.11 -0.02  0.7079
4 Cl -0.65 -1.72 -0.06  0.3903
5 H 1.64 -0.11 0.06  0.0656

***

The molecule CHCl2NO in a non-equilibrium geometry, computed with the ωB97M-V functional and the def2-TZVPD basis.

## Properties
structure (SMILES)	Cl[C@@H]1ON1Cl
E	-1088.95578	Ha
largest force on an atom	2.9	eV/Å
HOMO-LUMO gap	10.648	eV

Each line ends with the Löwdin charge.
CARTESIAN COORDINATES (ANGSTROEM)
1 Cl -1.22 1.20 -1.30  0.6811
2 C -0.44 0.29 -0.04  -0.8570
3 O 0.50 0.84 0.81  -0.0441
4 N 0.90 -0.08 -0.16  -0.4287
5 Cl 1.34 -1.75 0.32  0.5483
6 H -1.08 -0.50 0.36  0.1004

***

A cluster of 2 separate species, CHCl2NO2 in total in a non-equilibrium geometry, computed with the ωB97M-V functional and the def2-TZVPD basis.

## Properties
E	-1164.13427	Ha
largest force on an atom	3.9	eV/Å
HOMO-LUMO gap (alpha / beta)	8.796 / 8.397	eV

Each line ends with the Löwdin charge.
CARTESIAN COORDINATES (ANGSTROEM)
1 C 1.25 -0.24 -0.65  -0.7124
2 N -0.91 -0.74 0.68  -0.3839
3 O 1.95 -0.99 -1.25  0.0503
4 O -1.15 0.50 1.11  -0.2305
5 Cl 1.21 1.40 -0.46  0.7700
6 Cl -2.03 -0.91 -0.72  0.4687
7 H -0.31 0.96 1.28  0.0379

***

A cluster of 2 separate species, CHCl2NOS in total in a non-equilibrium geometry, computed with the ωB97M-V functional and the def2-TZVPD basis.

## Properties
E	-1487.17296	Ha
largest force on an atom	4.0	eV/Å
HOMO-LUMO gap (alpha / beta)	7.043 / 7.018	eV

Each line ends with the Löwdin charge.
CARTESIAN COORDINATES (ANGSTROEM)
1 C 0.37 -0.78 -0.21  -0.9638
2 N -0.03 0.36 -0.79  -0.0564
3 O 0.50 -1.21 0.86  0.0223
4 S -0.54 2.02 1.01  0.2705
5 Cl 0.76 -1.71 -1.79  0.5428
6 Cl -0.52 0.94 2.58  0.1358
7 H -0.54 0.39 -1.66  0.0489

***

A cluster of 2 separate species, CHClF2OS in total in a non-equilibrium geometry, computed with the ωB97M-V functional and the def2-TZVPD basis.

## Properties
E	-1171.94460	Ha
largest force on an atom	1.8	eV/Å
HOMO-LUMO gap (alpha / beta)	9.105 / 8.098	eV

Each line ends with the Löwdin charge.
CARTESIAN COORDINATES (ANGSTROEM)
1 C 1.11 -0.58 -0.25  -0.2259
2 O -1.52 1.87 -0.23  -0.6080
3 F 1.38 -0.85 -1.53  0.0433
4 F 1.57 0.55 0.32  0.0408
5 S -1.72 0.42 -0.27  0.4996
6 Cl -2.21 0.02 1.66  0.1522
7 H 1.39 -1.43 0.30  0.0980

***

A cluster of 2 separate species, CHClFNO2 in total in a non-equilibrium geometry, computed with the ωB97M-V functional and the def2-TZVPD basis.

## Properties
E	-803.72360	Ha
largest force on an atom	2.4	eV/Å
HOMO-LUMO gap (alpha / beta)	9.573 / 9.228	eV

Each line ends with the Löwdin charge.
CARTESIAN COORDINATES (ANGSTROEM)
1 C 0.62 -0.13 0.18  -0.6892
2 N -0.79 -0.47 0.17  -0.4035
3 O -1.47 -0.05 1.08  0.0925
4 O -1.24 -1.01 -0.86  0.0325
5 F 1.08 -0.03 1.42  0.0641
6 Cl 1.68 -0.73 -0.98  0.7963
7 H 0.13 2.41 -1.02  0.1073

***

The molecule CHClINO in a non-equilibrium geometry, computed with the ωB97M-V functional and the def2-TZVPD basis.

## Properties
structure (SMILES)	ClO/C=N/I
E	-926.40377	Ha
largest force on an atom	4.4	eV/Å
HOMO-LUMO gap (alpha / beta)	6.205 / 6.235	eV

Each line ends with the Löwdin charge.
CARTESIAN COORDINATES (ANGSTROEM)
1 Cl -2.04 -0.54 -2.97  0.4865
2 O -0.89 -0.25 -1.40  -0.3899
3 C 0.21 0.20 -0.84  -0.5022
4 N 1.41 0.58 -1.09  -0.5354
5 I 2.89 0.87 0.20  0.7835
6 H 0.00 0.20 0.31  0.1576

***

A cluster of 2 separate species, CHClINO in total in a non-equilibrium geometry, computed with the ωB97M-V functional and the def2-TZVPD basis.

## Properties
structure (SMILES)	[O-][N+]#CCl.I
E	-926.44667	Ha
largest force on an atom	1.9	eV/Å
HOMO-LUMO gap	9.646	eV

Each line ends with the Löwdin charge.
CARTESIAN COORDINATES (ANGSTROEM)
1 O -2.92 -0.11 0.21  0.0491
2 N -2.10 0.13 -0.61  -0.1983
3 C -1.43 0.73 -1.35  -0.5552
4 Cl -0.25 0.47 -2.48  0.7055
5 I 2.63 -0.28 1.82  0.2872
6 H 4.07 -0.94 2.41  -0.2883

***

The molecule CHClN2O2S in a non-equilibrium geometry, computed with the ωB97M-V functional and the def2-TZVPD basis.

## Properties
E	-1156.83145	Ha
largest force on an atom	3.6	eV/Å
HOMO-LUMO gap	9.171	eV

Each line ends with the Löwdin charge.
CARTESIAN COORDINATES (ANGSTROEM)
1 C -0.94 1.30 0.19  -0.4143
2 N -0.73 2.28 0.72  0.1202
3 N 0.22 -0.94 0.05  -0.5492
4 O 2.47 -0.16 0.59  -0.6363
5 O -1.74 -0.49 -1.60  -0.4691
6 S -1.43 -0.43 -0.18  0.8911
7 Cl 1.54 -0.07 -0.61  0.9608
8 H 0.61 -1.50 0.85  0.0968

***

A cluster of 2 separate species, CHClN2O3 in total in a non-equilibrium geometry, computed with the ωB97M-V functional and the def2-TZVPD basis.

## Properties
structure (SMILES)	O=[N+]([O-])C#[N+][O-].Cl
E	-833.86478	Ha
largest force on an atom	6.0	eV/Å
HOMO-LUMO gap (alpha / beta)	9.161 / 9.161	eV

Each line ends with the Löwdin charge.
CARTESIAN COORDINATES (ANGSTROEM)
1 O 0.19 1.56 2.31  0.0985
2 N -0.06 0.63 1.57  -0.4452
3 O 0.02 -0.46 1.89  0.1175
4 C -0.64 1.04 0.29  -0.1150
5 N -0.27 1.41 -0.78  -0.0980
6 O -0.24 1.72 -1.90  0.1002
7 Cl -2.47 -0.57 0.27  0.5826
8 H -2.12 -1.55 0.88  -0.2405

***

A structure of composition CHClNO2S in a non-equilibrium geometry, computed with the ωB97M-V functional and the def2-TZVPD basis.

## Properties
total charge	+1
E	-1101.86129	Ha
largest force on an atom	2.6	eV/Å
HOMO-LUMO gap (alpha / beta)	8.218 / 8.216	eV

Each line ends with the Löwdin charge.
CARTESIAN COORDINATES (ANGSTROEM)
1 C 1.43 0.30 0.07  -0.7094
2 N 0.51 0.61 0.79  0.1774
3 O -2.37 -0.31 1.16  -0.2406
4 O -1.93 -0.58 -1.31  -0.2673
5 S -1.58 -0.19 0.01  0.9655
6 Cl 1.58 -0.30 -1.48  0.8665
7 H 2.36 0.48 0.76  0.2079

***

The ion CHClO2PS with charge -1 in a non-equilibrium geometry, computed with the ωB97M-V functional and the def2-TZVPD basis.

## Properties
structure (SMILES)	O=[P@]1([O-])S[C@H]1Cl
total charge	-1
E	-1389.00063	Ha
largest force on an atom	3.7	eV/Å
HOMO-LUMO gap	7.971	eV

Each line ends with the Löwdin charge.
CARTESIAN COORDINATES (ANGSTROEM)
1 O -1.37 1.50 -0.22  -0.4143
2 P -1.16 0.02 -0.18  0.1696
3 O -2.04 -1.00 -0.77  -0.4086
4 S -0.01 -0.44 1.53  0.5082
5 C 0.83 -0.12 -0.02  -0.9420
6 Cl 2.74 -0.81 -0.14  0.1795
7 H 1.01 0.85 -0.19  -0.0924

***

A structure of composition CHClO3S in a non-equilibrium geometry, computed with the ωB97M-V functional and the def2-TZVPD basis.

## Properties
E	-1122.76235	Ha
largest force on an atom	2.9	eV/Å
HOMO-LUMO gap	10.099	eV

Each line ends with the Löwdin charge.
CARTESIAN COORDINATES (ANGSTROEM)
1 C 0.75 -1.34 1.13  0.0137
2 O 1.64 -1.71 0.61  0.1990
3 O -0.46 1.14 -2.07  -0.4532
4 O 0.87 1.22 -0.03  -0.5027
5 S -0.31 1.68 -0.76  0.7444
6 Cl -1.92 -0.28 0.26  0.1710
7 H -0.57 -0.70 0.87  -0.1722

***

A structure of composition CHCsLiO2 in a non-equilibrium geometry, computed with the ωB97M-V functional and the def2-TZVPD basis.

## Properties
E	-216.58292	Ha
largest force on an atom	3.8	eV/Å
HOMO-LUMO gap (alpha / beta)	4.210 / 4.063	eV
2S+1	2

Each line ends with the Mulliken spin population.
CARTESIAN COORDINATES (ANGSTROEM)
1 O -1.05 -1.68 -2.80  0.0181
2 C 0.28 1.64 1.34  0.7112
3 O 0.20 0.68 1.98  0.2105
4 H 0.57 2.62 1.00  0.0636
5 Li 0.06 -0.79 -1.68  0.0041
6 Cs -0.05 -2.47 0.17  -0.0074

***

The molecule CHF2IS in a non-equilibrium geometry, computed with the ωB97M-V functional and the def2-TZVPD basis.

## Properties
structure (SMILES)	FC(F)(S)I
E	-934.25930	Ha
largest force on an atom	4.1	eV/Å
HOMO-LUMO gap	8.017	eV

Each line ends with the Löwdin charge.
CARTESIAN COORDINATES (ANGSTROEM)
1 F -0.97 0.04 -1.10  0.0008
2 C -0.20 -0.24 -0.03  -1.0172
3 F -0.52 -1.54 0.27  -0.0711
4 S -0.12 0.78 1.43  0.8154
5 I 2.16 -0.74 -1.02  0.3619
6 H -0.35 1.69 0.46  -0.0897

***

A cluster of 2 separate species, CHF2N in total in a non-equilibrium geometry, computed with the ωB97M-V functional and the def2-TZVPD basis.

## Properties
structure (SMILES)	N#CF.F
E	-293.13083	Ha
largest force on an atom	4.0	eV/Å
HOMO-LUMO gap	13.191	eV

Each line ends with the Löwdin charge.
CARTESIAN COORDINATES (ANGSTROEM)
1 N 0.93 -0.75 0.16  0.1615
2 C 1.29 0.33 0.07  -0.3036
3 F 1.66 1.56 -0.03  0.1612
4 F -2.09 -0.12 0.09  -0.1711
5 H -1.79 -1.01 -0.30  0.1520

***

A cluster of 2 separate species, CHF2NO2 in total in a non-equilibrium geometry, computed with the ωB97M-V functional and the def2-TZVPD basis.

## Properties
E	-443.38622	Ha
largest force on an atom	2.5	eV/Å
HOMO-LUMO gap (alpha / beta)	9.967 / 9.555	eV

Each line ends with the Löwdin charge.
CARTESIAN COORDINATES (ANGSTROEM)
1 C 0.29 -0.45 0.01  -0.2678
2 N 0.25 0.98 0.37  -0.3543
3 O 0.97 1.77 -0.21  0.1053
4 O -0.69 1.16 1.08  0.1211
5 F -0.51 -1.20 0.76  0.1237
6 F 1.48 -0.93 -0.22  0.1746
7 H -1.79 -1.33 -1.80  0.0975

***

The molecule CHF2NO2 in a non-equilibrium geometry, computed with the ωB97M-V functional and the def2-TZVPD basis.

## Properties
structure (SMILES)	O=[N+]([O-])C(F)F
E	-443.55811	Ha
largest force on an atom	4.2	eV/Å
HOMO-LUMO gap	11.503	eV

Each line ends with the Löwdin charge.
CARTESIAN COORDINATES (ANGSTROEM)
1 O 1.04 0.55 -1.30  0.0987
2 N 0.03 0.65 -0.63  -0.3232
3 O -0.77 1.57 -0.62  0.1154
4 C -0.11 -0.48 0.39  -0.3880
5 F -1.20 -0.44 1.06  0.1790
6 F 0.93 -0.32 1.22  0.1079
7 H 0.08 -1.54 -0.12  0.2103